Entry from the Open Molecules 2025 dataset: a molecular structure, C4H7O in a non-equilibrium geometry (ωB97M-V/def2-TZVPD).

Last column: Mulliken charge in e.
Positions of all 12 atoms, in Å:
C -1.255 -0.563 0.966  -0.380
C -0.967 0.663 0.533  -0.142
C 0.158 -1.029 0.665  -0.204
C 0.827 0.581 -1.150  -0.724
O 0.379 0.408 0.221  0.014
H -2.128 -0.987 1.374  0.425
H -1.247 1.708 0.248  0.408
H 0.830 -1.252 1.628  0.272
H 0.324 -1.776 -0.164  0.297
H 0.522 -0.033 -1.927  0.387
H 0.538 1.621 -1.397  0.344
H 2.021 0.657 -0.998  0.303

Atoms 1-6, force components in eV/Å:
C 0.740 1.268 -0.694
C -1.423 0.773 -0.410
C 0.644 -1.344 2.232
C 4.561 4.149 1.340
O 1.722 -1.572 -0.752
H -0.632 -0.561 0.451

Charge   +1
2S+1   1
Energy relative to the best compared isomer or geometry (same formula, charge and spin)   35.7 kcal/mol
LUMO   -3.50 eV
E_HOMO   -15.648 eV
F_max   6.31 eV/Å